ORCA calculation (wB97M-V/def2-TZVPD) on a molecular structure, C31H32AsCl2N6O8S3SiY.

The HOMO energy comes out at -1.66 eV. The LUMO energy comes out at 3.73 eV. Its charge is -2. The energy above the lowest of the compared OMol25 structures with the same formula, charge and spin is 10.86 kcal per mole.

Last column: Löwdin charge in e.
Atoms and positions in Å:
C: 2.51108 3.04993 -2.10350  -0.289
O: 1.29971 -0.39696 4.28829  -0.480
Y: -0.08227 0.22707 -0.26391  1.363
C: -1.90941 3.06244 -0.22361  -0.400
C: 0.31190 3.50089 0.82436  -0.191
H: 1.96713 -0.17765 -4.33115  -0.014
C: -4.95624 -0.18321 0.97170  -0.879
H: -2.75653 -4.92748 -6.73304  0.116
S: 1.17497 -3.02041 0.49890  0.446
C: -0.52190 -2.00689 2.45944  -0.244
N: -0.31820 -7.12214 -7.87274  0.131
O: -0.69793 0.71487 2.72748  -0.335
C: -0.62615 -4.97299 -6.46786  -0.243
H: -4.58255 5.22162 -0.28097  0.099
H: -0.30480 1.55616 2.98875  0.028
O: 0.94398 -1.92488 -0.47821  -0.464
O: -1.55569 1.93212 -0.67062  -0.190
N: -1.92297 -1.43701 -0.57514  0.039
H: -5.07724 -3.21422 -0.20882  0.057
C: -6.03627 -1.55933 -1.18743  -0.183
C: 0.31844 -3.18996 -5.16591  0.022
C: -1.05889 3.90018 0.55969  -0.115
H: 3.28189 3.32942 -2.83332  0.002
C: -1.23052 -4.02206 1.33169  -0.083
N: -0.84038 0.01119 -2.66738  -0.035
O: 2.23496 -2.74683 1.44253  -0.322
C: -0.38400 -1.09082 -3.19512  -0.197
H: 2.91881 1.28978 -4.56216  0.005
C: 3.85269 0.41792 -1.78686  -0.279
C: 2.02421 0.88615 -4.07218  -0.282
C: -1.91341 0.39500 -3.43306  -0.105
Cl: -3.27995 7.15512 1.36911  0.596
C: -1.47736 5.14582 1.04098  -0.077
C: -3.18784 3.63596 -0.51961  -0.558
S: -3.04347 -3.59748 -1.99694  0.501
H: 1.14649 1.37318 -4.51200  0.004
H: -6.88304 0.39472 -1.60392  0.110
H: 0.41624 -1.68719 -2.77865  0.128
C: -1.89877 -4.42853 -6.30356  -0.025
C: -0.95240 -2.64489 -5.01251  -0.185
H: -7.71269 -0.51484 -0.33879  0.108
H: -3.53090 -3.04225 3.62179  0.101
H: 4.10639 0.57137 -0.73422  0.010
C: -2.62002 -3.04186 3.03344  -0.109
H: -5.75241 1.40504 0.11053  0.051
C: -0.29907 -3.01475 1.51693  -0.276
H: -6.62081 -2.73474 0.52723  0.111
H: -3.12054 -4.82404 1.94374  0.101
H: 2.87276 3.31862 -1.10682  0.000
C: -2.10504 -0.50371 -4.43202  -0.045
As: 0.66651 -0.49717 2.79127  0.878
N: -5.91688 0.41949 0.22787  -0.011
H: -6.67995 -2.13978 -1.85007  0.112
C: -2.39064 -4.03668 2.09536  -0.088
H: 1.17457 -2.69136 -4.73211  0.118
S: -3.82980 0.69418 1.83927  0.632
C: -5.70160 -2.36280 0.05564  -0.201
O: 0.82601 2.43817 0.53147  -0.080
H: 1.46425 -4.78803 -6.00728  0.120
H: 0.92842 4.26870 1.33049  0.132
H: -4.13389 -1.92474 1.42467  0.075
N: -1.11558 -1.46131 -4.27856  -0.001
H: -2.47700 1.28016 -3.19319  0.066
O: 1.42893 -0.00414 1.40006  -0.558
C: -1.69265 -2.02071 3.20678  -0.106
H: -2.81085 -0.53989 -5.24246  0.110
C: -2.73672 5.60415 0.76286  -0.675
H: -5.11041 -1.33410 -1.72074  0.094
C: -2.06323 -3.27197 -5.56757  -0.021
C: 0.48025 -4.35717 -5.88571  -0.015
Cl: -4.24964 2.74991 -1.57653  0.714
H: -3.05122 -2.87779 -5.37826  0.106
N: -4.95350 -1.53036 0.98693  0.021
H: 4.64724 0.85591 -2.40600  0.002
H: -0.79259 5.74371 1.63132  0.109
Si: 2.12518 1.16209 -2.16070  0.493
H: 3.84804 -0.66457 -1.94808  0.005
C: -6.72643 -0.27727 -0.75794  -0.195
H: -1.88791 -1.21815 3.90456  0.098
C: -0.45844 -6.16927 -7.24356  -0.197
C: -2.40937 -2.31918 -1.15999  -0.901
H: -1.04091 -4.77157 0.57545  0.103
H: 1.62124 3.65769 -2.30225  0.001
O: 1.22501 -4.30523 -0.16138  -0.330
C: -3.59764 4.84801 -0.03653  -0.139



ORCA calculation (wB97M-V/def2-TZVPD) on a molecular structure, C31H32BN8OPt.

The HOMO energy (alpha / beta) comes out at -15.94 / -15.94 eV. As for the expectation value of S²: 6.08. Its spin multiplicity is 5. The LUMO energy (alpha / beta) comes out at -8.37 / -11.68 eV. Its charge is +3.

Last column: natural (NBO) charge in e.
Atoms and positions in Å:
H: 6.87643 -1.17376 1.62683  0.255
H: -3.18767 -6.44445 -0.47677  0.266
H: 0.84379 3.12936 -4.10713  0.253
C: -1.08737 -1.23162 3.01077  0.813
H: -2.34319 4.38645 0.84863  0.266
H: 0.23264 -5.03469 1.71126  0.247
C: 0.64352 1.97919 4.39035  -0.194
H: -2.88449 4.76006 -1.75701  0.263
H: -1.76621 0.21874 -4.94147  0.251
Pt: 0.30976 -0.23583 0.40447  1.209
H: -1.56976 4.17200 -2.77023  0.241
H: -3.28536 -0.67113 -4.82794  0.265
C: -1.15242 2.53480 1.13319  0.181
H: -1.66750 -2.04894 4.80082  0.427
C: 0.39475 2.07799 3.02975  -0.232
H: -3.01541 -2.75421 -3.16731  0.265
H: -3.06090 3.23810 -2.62598  0.237
B: -0.63351 1.22518 -2.18815  0.507
H: -3.10240 0.87446 -3.99443  0.252
C: -1.86816 2.77419 3.49115  -0.210
H: -0.96241 1.74792 -3.19584  0.015
C: -1.87552 3.50942 0.43733  -0.315
N: -0.93411 -1.95189 4.11856  -0.773
H: 7.35213 -0.11251 -0.55930  0.267
C: 5.29273 0.18518 -1.01737  -0.110
C: 6.05852 -0.83951 1.00199  -0.005
N: -0.68723 1.63162 0.26173  -0.389
H: 5.50820 0.64918 -1.96799  0.239
C: -1.48023 -5.85447 0.69542  -0.013
N: -2.27110 -0.70348 2.71576  -0.781
N: 0.93434 1.04118 -2.18300  -0.209
C: -0.86759 2.45251 2.57273  -0.042
H: -2.32785 -0.05365 1.94935  0.422
N: 1.55775 0.44581 -1.18025  -0.308
C: 3.06907 1.17100 -2.69178  -0.232
C: -2.10726 -0.78147 -3.08067  0.220
H: 2.67535 -0.73223 1.01950  0.199
H: -0.01785 -2.29628 4.34847  0.431
H: -0.16430 2.22833 6.36412  0.242
C: -0.53611 -4.84991 0.97480  -0.193
H: -2.38873 2.94921 5.55960  0.243
C: -1.64677 -2.24894 -1.46167  0.149
H: 4.54948 -1.47709 2.40211  0.249
N: -1.06646 2.02558 -0.98608  -0.374
H: 1.62942 1.70800 4.74154  0.229
C: 3.69196 -0.59311 0.66579  -0.166
C: -2.38745 -2.04593 -2.65772  -0.241
C: -2.35701 3.86695 -2.08175  -0.657
C: 6.32988 -0.23951 -0.23266  -0.207
C: -0.58332 -3.66137 0.30199  -0.168
N: -1.24316 -0.23384 -2.15544  -0.210
C: -1.61476 2.68484 4.85168  -0.190
H: -3.05005 -0.74681 3.35209  0.428
H: 0.75470 1.59926 -4.98294  0.249
C: -2.51346 -4.48282 -0.96827  -0.115
C: 2.90397 0.50759 -1.44412  0.144
H: 3.98745 1.39371 -3.20376  0.263
C: 1.39214 2.22187 -4.35648  -0.661
C: -2.58902 -0.04343 -4.27740  -0.659
C: 3.93299 0.02555 -0.59513  0.108
H: -1.43622 -6.79200 1.23429  0.254
H: -3.28022 -4.33102 -1.71296  0.240
H: 2.27078 2.49988 -4.93314  0.265
C: -2.46954 -5.66233 -0.27563  -0.206
C: 1.81954 1.49941 -3.12974  0.228
C: -0.36396 2.27852 5.30217  -0.182
C: -1.57491 -3.43848 -0.69577  0.093
O: -0.08451 -1.09198 2.23701  -0.775
H: 0.16167 -2.90285 0.50089  0.217
H: 1.20456 1.91286 2.32364  0.205
N: -0.95923 -1.08667 -1.19051  -0.288
C: 4.73222 -1.01326 1.44345  -0.184
C: -1.80134 3.16365 -0.89379  0.259
H: -2.84370 3.09195 3.14434  0.231



ORCA calculation (wB97M-V/def2-TZVPD) on a molecular structure, C31H32BrGeN9O3SbTa.

The HOMO energy comes out at -8.41 eV. The LUMO energy comes out at -0.63 eV. Its charge is 0. The energy above the lowest of the compared OMol25 structures with the same formula, charge and spin is 13.36 kcal per mole.

Last column: Löwdin charge in e.
Atoms and positions in Å:
C: 1.09844 3.23089 -1.06220  -0.361
H: 1.30798 4.26352 -4.28242  0.105
H: 1.21893 -1.65235 2.16654  -0.024
C: 3.89188 2.48720 0.49479  -0.107
C: -1.68789 3.69026 2.78836  -0.083
H: 2.93165 -0.58219 1.54668  0.057
C: 5.24621 2.39819 0.79173  -0.078
C: 4.92098 0.17875 1.64402  -0.081
N: 2.21227 -3.36028 -2.23646  0.164
H: 3.51165 3.39249 0.03734  0.086
H: 1.39929 6.58633 -0.68251  0.104
H: 2.72744 -3.91730 -2.89765  0.151
H: -2.24673 0.80401 2.27987  -0.006
C: 5.76398 1.24494 1.36294  -0.085
Ge: -1.27122 -1.56255 2.66134  0.703
H: -0.50944 -0.37890 4.79251  -0.003
N: 0.57085 -5.06101 -2.07840  0.055
Sb: 1.00894 1.46645 0.10992  1.530
C: -1.02226 3.20111 1.67094  -0.164
C: -2.11052 -3.29794 2.37513  -0.217
C: -4.38150 -4.31861 -4.22637  -0.057
N: 3.27858 -0.12460 -2.68114  -0.022
N: 0.21715 -3.22343 -0.93264  -0.099
H: 5.89943 3.23147 0.56232  0.104
H: 0.12614 2.15787 5.20718  0.106
C: -2.86428 -2.50726 -2.75506  -0.166
C: 0.05256 2.32361 1.81729  -0.376
H: -1.66929 -1.67892 5.14413  0.026
H: -3.33578 -0.24789 3.19136  0.033
C: -1.90576 -1.65259 -2.02207  -0.585
H: -2.72430 -4.37171 -5.59175  0.111
Br: -4.97119 -2.18811 -0.75749  0.813
H: -5.87550 -4.05340 -2.70428  0.097
C: -4.89125 -3.77696 -3.05462  -0.125
C: 2.45663 -2.01962 -2.23397  -0.451
H: -3.14949 -3.25064 2.71259  0.024
C: 3.03866 1.42298 0.77433  -0.344
H: 1.29856 1.27486 3.22241  0.099
C: 0.36640 -1.36420 1.55394  -0.434
H: 1.09621 2.20140 -2.95224  0.088
H: 5.31766 -0.72807 2.08473  0.104
H: -3.23402 -0.45563 1.43798  -0.006
O: -1.87679 1.18144 -0.54134  -0.115
C: 1.02254 -3.86979 -1.77846  -0.462
H: -2.47369 1.23273 0.21655  0.036
H: -2.08783 -3.57164 1.32145  -0.020
N: 2.35037 0.08821 -1.83880  -0.138
N: 3.38456 -1.44673 -2.96205  0.067
H: -1.59085 -4.07053 2.94674  0.024
H: -2.41358 1.31935 -1.32950  0.081
N: -0.82488 -4.09826 -0.71682  -0.036
C: -3.12502 -3.94908 -4.67994  -0.055
C: -2.37955 -3.04664 -3.94670  -0.007
O: -0.92976 -1.12572 -2.58640  -0.035
C: 1.32334 5.62722 -1.17987  -0.079
O: -2.01123 -1.49432 -0.71743  -0.260
C: 1.19343 4.46838 -0.42462  -0.144
C: -0.20282 2.44643 4.21446  -0.090
H: 0.02943 -2.07389 4.80697  0.024
C: 0.45899 1.95338 3.09528  -0.131
H: -2.52258 4.37121 2.66579  0.105
C: -2.65559 -0.20805 2.33489  -0.209
C: 3.56739 0.26581 1.34609  -0.137
H: -1.79960 3.68766 4.93453  0.104
N: 1.78283 -1.12974 -1.49118  -0.133
C: 1.35839 5.55462 -2.56804  -0.083
C: 1.14187 3.16198 -2.45120  -0.119
H: 6.82305 1.17156 1.57706  0.103
H: -4.97229 -5.03669 -4.78264  0.112
N: -0.59569 -5.15868 -1.39616  -0.045
C: -1.28077 3.30866 4.06185  -0.083
H: 1.17467 4.53484 0.65753  0.101
Ta: -0.05087 -1.13601 -0.35337  1.489
H: -1.33467 3.51696 0.68267  0.096
H: 1.46119 6.45922 -3.15476  0.103
C: -0.79501 -1.40427 4.54686  -0.213
C: 1.26984 4.32304 -3.20197  -0.079
H: -1.38788 -2.75806 -4.26913  0.124
C: -4.13894 -2.87681 -2.31744  -0.581



Max |F|? In order: 0.0195; 0.0093; 0.0332 Eh/bohr.